No. 1
The molecule C4H6OS in a non-equilibrium geometry. Source: the OMol25 dataset; level of theory: ωB97M-V/def2-TZVPD.

Maximum force in eV Å⁻¹: 3.34
Net charge: 0

The geometry in XYZ format:
```
12
Properties=species:S:1:pos:R:3:lowdin_charge:R:1
C -0.2835 -0.9339 -1.0857 -0.251
C -0.6312 0.3126 -1.5021 -0.432
S -0.1915 1.7062 -0.5530 0.853
C -0.2496 0.7641 1.0261 -0.427
C 0.8848 -0.2942 0.9102 -0.196
O 0.3475 -1.3394 0.0209 -0.117
H -0.5464 -1.7720 -1.7248 0.119
H -1.0580 0.4976 -2.4222 0.028
H 0.0092 1.4650 1.8485 0.083
H -1.2164 0.3503 1.2291 0.079
H 1.0920 -0.8622 1.8364 0.122
H 1.8429 0.1058 0.4166 0.140
```

---

No. 2
The molecule C4H6OS in a non-equilibrium geometry. Source: the OMol25 dataset; level of theory: ωB97M-V/def2-TZVPD.

Maximum force in eV Å⁻¹: 5.80
Net charge: 0

The geometry in XYZ format:
```
12
Properties=species:S:1:pos:R:3:lowdin_charge:R:1
C 1.9049 -1.0999 -0.1667 0.001
C 0.6209 -0.6296 -0.0524 -0.711
C 0.1255 0.7673 0.0911 -0.200
C -1.2542 0.3517 0.3878 -0.550
O -2.2833 0.8134 -0.3549 -0.004
S -0.8459 -1.5626 -0.0455 0.880
H 1.8649 -2.1904 -0.1702 0.056
H 2.6493 -0.4239 -0.0509 0.016
H 0.6387 1.2443 0.9316 0.122
H 0.1238 1.4360 -0.9307 0.184
H -1.6339 0.1917 1.4969 0.155
H -1.9107 1.1018 -1.1360 0.050
```

---

No. 3
The molecule C4H6OS in a non-equilibrium geometry. Source: the OMol25 dataset; level of theory: ωB97M-V/def2-TZVPD.

Maximum force in eV Å⁻¹: 5.20
Net charge: 0

The geometry in XYZ format:
```
12
Properties=species:S:1:pos:R:3:lowdin_charge:R:1
C -2.1666 0.3993 -0.0465 -0.065
C -0.8478 0.3806 0.0803 -0.627
C 0.2530 1.3555 0.2094 -0.302
O 1.3891 0.8982 -0.2830 -0.165
C 1.5932 -0.4587 0.0204 -0.352
S -0.2252 -1.2586 0.0253 0.901
H -2.6456 1.3169 -0.3615 0.060
H -2.7043 -0.5486 -0.2308 0.059
H 0.5327 1.6249 1.2009 0.129
H -0.0773 2.2103 -0.4449 0.160
H 2.1847 -1.0286 -0.8220 0.110
H 2.2098 -0.6835 0.9358 0.091
```

---

No. 4
A structure of composition C4H6OS in a non-equilibrium geometry. Source: the OMol25 dataset; level of theory: ωB97M-V/def2-TZVPD.

Maximum force in eV Å⁻¹: 6.95
Net charge: 0

The geometry in XYZ format:
```
12
Properties=species:S:1:pos:R:3:lowdin_charge:R:1
C -0.7615 -0.1695 -0.3012 -0.798
C 0.2614 0.0616 0.5526 -0.407
C 1.2915 1.0552 -0.0418 -0.073
C 1.3726 -0.9681 0.2053 -0.181
H -0.3450 -0.8813 -1.2912 0.147
H -0.1782 0.2530 1.5709 0.153
H 1.0175 1.4798 -0.9970 0.109
H 1.8739 1.8036 0.6777 0.164
H 1.0559 -1.4827 -0.8603 0.150
H 1.6280 -1.4978 1.1198 0.120
O 2.3083 -0.0324 -0.3030 -0.144
S -2.2814 0.0443 -0.0178 0.759
```

---

No. 5
The molecule C4H6OS in a non-equilibrium geometry. Source: the OMol25 dataset; level of theory: ωB97M-V/def2-TZVPD.

Maximum force in eV Å⁻¹: 2.06
Net charge: 0

The geometry in XYZ format:
```
12
Properties=species:S:1:pos:R:3:lowdin_charge:R:1
C 1.6025 -1.5428 0.0581 0.129
C 0.6821 -0.5537 -0.0867 -0.484
C -0.7177 -0.8362 0.1850 -0.631
S -1.9598 0.1495 -0.0543 0.738
O 1.0865 0.6375 -0.5970 -0.133
C 1.1130 1.6609 0.3602 -0.102
H 2.6889 -1.3303 -0.0786 0.097
H 1.2795 -2.5126 0.3638 0.057
H -0.8769 -1.8818 0.5525 0.073
H 0.1396 1.9118 0.7819 0.066
H 1.8636 1.4381 1.1221 0.095
H 1.4909 2.5146 -0.1976 0.094
```

---

No. 6
The molecule C4H6OS in a non-equilibrium geometry. Source: the OMol25 dataset; level of theory: ωB97M-V/def2-TZVPD.

Maximum force in eV Å⁻¹: 4.44
Net charge: 0

The geometry in XYZ format:
```
12
Properties=species:S:1:pos:R:3:lowdin_charge:R:1
C 1.4234 -0.9104 0.3331 0.055
C 0.1974 -0.4475 0.2771 -0.374
C -0.4576 0.2503 1.4849 -0.216
O -1.4170 0.9559 1.3858 0.065
C -0.5474 -0.2173 -0.9922 -0.495
S -0.2047 1.4890 -1.6444 0.721
H 1.9602 -1.3117 -0.5768 0.096
H 2.0482 -0.9693 1.2416 0.079
H 0.1557 0.3003 2.2748 0.077
H -0.2656 -1.0910 -1.6776 0.106
H -1.6522 -0.1641 -0.8916 0.074
H -1.2403 2.1159 -1.2147 -0.189
```

---

Computed values of ΔE to the lowest compared entry with this formula, charge and spin (unit: kcal per mole) for the preceding records, in sequence: 33.86, 60.42, 57.72, 100.84, 48.40, 42.87.
Computed values of Kohn-Sham gap (unit: eV) for the preceding records, in sequence: 8.69, 8.87, 9.12, 8.59, 8.04, 9.34.